Record 1
Here is 9 unconnected molecules or ions with the total composition C5H27NO10 from the Open Molecules 2025 dataset. Energies are from ωB97M-V with the def2-TZVPD basis set.

Structure (XYZ):
```
43
Properties=species:S:1:pos:R:3:forces:R:3:mulliken_charge:R:1
C 1.673455 0.799899 -1.514291 -1.2 -2.1 -0.7 -1.15
O 2.453472 -0.107099 -0.717596 0.4 -0.7 -1.3 -0.54
C 0.182347 0.387219 -1.285429 0.5 2.2 2.1 0.31
C -0.846948 1.414188 -1.860111 0.6 0.4 -1.6 -0.61
C -2.343034 0.970302 -1.573094 -0.1 0.8 1.7 -0.71
C -2.491774 -0.603781 -1.689892 0.5 3.6 0.9 0.17
O -1.997382 -1.182624 -2.610344 -0.7 -1.1 0.1 -0.60
N 0.022579 0.375450 0.189346 -1.7 -0.5 0.4 -0.01
H 1.856023 0.500485 -2.583744 0.3 1.6 0.7 0.38
H 1.892207 1.775356 -1.074710 -0.2 0.3 -0.9 0.31
H 2.586017 -0.807015 -1.392054 0.3 -0.1 1.1 0.33
H -0.011146 -0.646861 -1.523336 0.3 0.1 -0.5 0.57
H -0.679964 1.602954 -2.983981 -0.2 -0.6 1.6 0.25
H -0.489272 2.392905 -1.393692 -1.2 -1.0 -0.3 0.33
H -3.220491 1.470291 -2.068573 1.2 -0.4 -0.7 0.48
H -2.596837 1.389968 -0.532663 0.5 -1.5 -0.9 0.12
H -2.970620 -0.985565 -0.786071 -0.3 -1.1 -0.2 0.36
H 0.461551 -0.428352 0.560722 0.2 -1.4 -0.1 0.02
H 0.462430 1.043406 0.784999 0.3 1.6 -0.4 0.05
H 1.831213 2.980031 2.589509 0.3 -0.4 0.0 0.28
H 2.378544 2.047342 1.443107 0.3 -0.2 0.3 0.27
O 1.784462 2.766742 1.652690 -0.4 0.6 -0.2 -0.59
H 0.430607 -1.776741 3.207280 0.6 -0.8 -1.5 0.36
H 1.309928 -2.017449 1.865360 0.2 0.8 -0.4 0.28
O 0.911251 -2.428005 2.618067 -0.4 -0.2 2.0 -0.73
H -0.896969 -4.083148 0.158197 -0.4 -0.1 0.7 0.26
H -0.201329 -3.433645 1.508218 -0.5 -0.1 0.3 0.37
O -0.172936 -3.608614 0.562291 0.8 0.2 -1.4 -0.57
H -1.264102 3.166613 0.942616 -0.4 -0.7 -1.9 0.31
H 0.014483 3.799224 1.539885 0.6 -0.2 -0.6 0.30
O -0.894963 3.569721 1.691114 -0.6 1.1 2.0 -0.72
H -0.395634 2.235155 4.049499 -0.5 -1.1 -0.5 0.26
H -1.069889 2.149119 2.708391 0.4 -0.5 0.6 0.43
O -0.782167 1.551458 3.445992 0.3 1.5 0.4 -0.67
H -1.073935 -0.357702 2.422218 -0.4 -0.6 0.5 0.35
H -1.701031 -0.777203 3.746103 -0.5 0.8 1.1 0.27
O -1.364859 -1.137534 2.947968 0.5 0.0 -1.5 -0.62
H -0.416958 -1.284585 -3.275806 0.7 0.3 -0.8 0.38
H 0.483575 -1.531204 -4.492238 0.1 -1.3 -2.0 0.28
O 0.432290 -1.043269 -3.712918 -0.4 1.0 2.2 -0.56
H 1.489697 -3.609627 -1.395438 0.1 0.1 0.6 0.30
H 2.802731 -3.131580 -0.661250 -0.6 -0.3 -0.1 0.31
O 2.423379 -3.406224 -1.506342 0.5 0.3 -0.4 -0.63
```
Positions in Å, forces in eV/Å.

The charge is 0.



Record 2
Here is 8 unconnected molecules or ions with the total composition C5H27NO7 from the Open Molecules 2025 dataset. Energies are from ωB97M-V with the def2-TZVPD basis set.

Structure (XYZ):
```
40
Properties=species:S:1:pos:R:3:forces:R:3:mulliken_charge:R:1
C 0.851029 -0.848266 -0.517355 -2.2 3.2 0.3 -0.02
N 0.882522 0.085777 0.727468 1.0 -0.3 -2.4 0.02
C -0.145618 -0.324130 1.654690 -1.7 0.8 1.2 0.02
C -0.115173 0.669281 2.907443 1.5 -2.3 -1.3 -0.92
C 2.309460 0.150016 1.194586 -0.6 -0.7 -0.3 -0.93
C 1.681588 -0.358077 -1.729872 0.4 0.3 1.0 -1.17
H -0.264299 -0.709910 -0.740268 1.4 -1.1 -0.3 0.10
H 1.105838 -1.828228 -0.181232 0.1 -0.9 -0.1 0.34
H -0.128590 -1.347603 2.012396 0.7 -0.4 0.1 0.02
H -1.201545 -0.371200 1.148477 1.9 0.7 0.7 0.09
H -0.728888 1.503264 2.665074 0.2 1.2 0.1 0.19
H -0.496561 0.195907 3.798952 -0.3 -0.2 0.2 0.41
H 1.002130 0.793462 3.080882 -1.9 0.8 0.0 0.22
H 2.823858 1.113759 0.923938 -0.5 -1.2 -0.5 0.07
H 2.734241 -0.822876 0.775421 0.4 1.6 0.8 0.33
H 2.353909 0.145803 2.283451 0.2 -0.5 -0.1 0.48
H 1.582617 0.702378 -1.958592 -0.4 0.0 0.2 0.19
H 2.741739 -0.474426 -1.595040 0.6 -0.1 0.6 0.35
H 1.559861 -0.904662 -2.639567 -0.9 -0.6 -0.5 0.41
H 0.547747 2.440757 -3.096051 -0.1 -0.5 -0.3 0.28
H -0.106499 2.569033 -1.684968 -0.5 -0.3 0.1 0.31
O 0.392324 3.017857 -2.358401 0.6 1.1 -0.1 -0.67
H -3.513170 1.180441 -1.885340 -0.4 0.3 -0.4 0.27
H -2.392477 1.092297 -0.884686 0.0 -0.3 -0.5 0.43
O -2.927420 0.539469 -1.496633 0.0 0.1 0.4 -0.63
H 2.921722 3.639390 0.905037 -0.6 0.2 0.2 0.30
H 1.976230 3.669365 -0.392749 -0.6 0.1 0.3 0.32
O 2.848860 3.528912 -0.038964 1.2 -0.4 -0.6 -0.64
H -2.119428 -2.308240 -2.556502 0.4 0.1 -1.1 0.26
H -3.212369 -1.373919 -1.925875 -0.8 1.7 -0.7 0.30
O -2.617774 -2.075305 -1.798116 0.4 -2.0 1.8 -0.58
H -2.303356 -3.400522 0.929998 -0.6 -0.3 -0.3 0.27
H -2.176917 -2.094534 0.025034 0.0 -1.0 0.1 0.30
O -1.791442 -2.619898 0.758315 0.7 0.9 0.2 -0.57
H -0.510224 1.387487 -0.128493 0.2 0.6 0.0 0.55
H -1.555234 2.101951 0.616193 -0.5 0.6 0.9 0.28
O -1.164755 2.129533 -0.247840 0.7 -1.2 0.0 -0.95
H 0.313085 -3.444155 1.001437 0.1 -0.6 -0.3 0.26
H 0.689735 -3.652225 2.361672 0.2 -0.1 1.1 0.36
O 0.879698 -4.050164 1.520862 -0.5 0.7 -0.8 -0.64
```
Positions in Å, forces in eV/Å.

The charge is 0.



Record 3
Here is 9 unconnected molecules or ions with the total composition C5H27O10 from the Open Molecules 2025 dataset. Energies are from ωB97M-V with the def2-TZVPD basis set.

Structure (XYZ):
```
42
Properties=species:S:1:pos:R:3:forces:R:3:mulliken_charge:R:1
C 1.346456 -0.663791 0.553201 0.1 1.6 -1.0 -1.13
O 2.091043 0.568632 0.486265 0.5 -0.6 -0.3 -1.01
C -0.127265 -0.218575 0.682451 0.2 0.2 2.0 2.43
C -1.296786 -1.219646 0.663869 -0.5 2.0 1.8 -2.25
C -1.743883 -1.745683 -0.685872 0.2 -0.5 0.9 0.40
C -2.510098 -0.658732 -1.511474 0.1 -0.5 -0.9 -0.49
O -2.868847 0.585915 -0.960881 0.4 0.1 1.1 -0.52
H 1.623243 -1.222662 -0.354817 -0.5 -0.2 0.2 0.32
H 1.741135 -1.232011 1.403634 -0.5 -0.2 0.0 0.57
H -0.151098 0.178253 1.761986 0.0 -0.4 -1.9 -0.62
H -0.366274 0.689197 0.075230 0.6 -0.9 0.0 -0.65
H -2.091643 -0.495755 1.061738 0.4 -1.6 -0.3 0.75
H -1.134549 -1.961959 1.497678 -0.4 0.5 -1.0 0.74
H -0.812861 -2.072300 -1.200590 -0.8 0.1 0.0 -0.25
H -2.345103 -2.662439 -0.453671 0.2 0.8 -0.7 0.29
H -1.887419 -0.445255 -2.394094 -0.3 -0.3 -0.1 0.18
H -3.487967 -1.043299 -1.822029 0.4 -0.3 -0.3 0.36
H -2.197360 0.913769 -0.334123 -0.4 0.2 -0.4 0.39
H -0.731616 2.967640 0.630266 0.2 0.3 -0.2 0.37
H -1.512394 3.622341 -0.470054 0.2 0.5 -1.3 0.29
O -1.649130 3.227743 0.369564 -0.5 -0.8 1.3 -0.70
H 0.416573 -0.269354 3.833394 -0.4 -0.2 0.1 0.38
H -0.668835 0.689907 3.560974 -0.3 -0.2 0.2 0.33
O -0.562839 -0.230527 3.844500 0.8 0.4 0.1 -0.69
H 1.510226 1.507753 0.474952 -0.1 -0.1 0.3 0.39
H 1.564750 3.367415 0.249593 -0.5 -0.3 0.3 0.15
O 0.902265 2.704189 0.513758 0.8 0.0 -0.4 -0.91
H 0.174050 -2.839111 0.568434 0.2 0.6 0.0 0.23
H 0.098754 -4.293897 0.608766 0.6 -0.1 0.0 0.31
O 0.767236 -3.589274 0.616157 -0.6 -0.8 0.0 -0.67
H -0.549985 1.739899 -2.346460 0.2 0.2 -0.1 0.38
H 0.543213 2.343437 -1.482836 -0.1 0.2 0.4 0.31
O 0.183421 2.372035 -2.384295 -0.4 0.0 -0.2 -0.73
H -0.037083 -2.105703 -2.898014 -0.4 0.2 0.2 0.31
H 1.315591 -1.381708 -2.896017 0.1 0.6 0.2 0.39
O 0.846046 -2.145730 -3.244768 0.4 -0.6 -0.5 -0.68
H 2.118558 0.498332 -1.303091 0.2 -0.2 -0.7 0.44
H 2.110031 1.154948 -2.704506 -0.3 0.2 -0.2 0.31
O 2.065033 0.297717 -2.282772 0.4 -0.4 0.9 -0.74
H 2.495814 0.453408 2.269138 0.1 -0.1 0.1 0.43
H 2.374222 1.763208 2.840183 -0.2 0.0 0.5 0.31
O 2.445373 0.851671 3.164634 0.0 0.2 -0.4 -0.74
```
Positions in Å, forces in eV/Å.

The charge is -1.



The following gap between HOMO and LUMO values (in hartree) correspond, in order, to the records above: 0.342; 0.341; 0.342.